ORCA calculation (ωB97M-V/def2-TZVPD) on a structure of composition C19H30Cl5NOPdSi2.

frontier orbital gap (alpha / beta)	0.3153 / 0.2693	Ha
<S²>	2.0069
multiplicity	3
HOMO (alpha / beta)	-8.084 / -8.638	eV
E_tot	-3879.81481	a.u.
ΔE to the lowest compared entry with this formula, charge and spin	0.00	kJ/mol
net charge	0

The geometry in XYZ format:
```
59
Properties=species:S:1:pos:R:3:forces:R:3
Pd 0.75174 0.62855 0.13631 -0.43 0.12 0.33
Cl 1.33627 2.37687 -2.46778 -0.11 0.19 0.01
C 2.29908 0.93371 -2.38199 0.05 -0.07 0.05
C 2.15318 0.13295 -1.25783 0.25 -0.22 -0.15
C 2.95637 -1.00151 -1.20873 -0.07 0.14 -0.02
Cl 2.82347 -2.04703 0.17467 0.00 -0.04 0.04
C 3.85506 -1.33500 -2.21878 -0.02 0.01 0.00
Cl 4.82661 -2.75070 -2.10350 0.01 -0.01 -0.01
C 3.95849 -0.50888 -3.33703 0.01 -0.01 0.01
Cl 5.05503 -0.90362 -4.60264 0.00 0.00 -0.01
C 3.17348 0.63970 -3.42277 0.04 -0.09 0.02
Cl 3.29482 1.66445 -4.79825 -0.01 0.04 -0.04
C -2.07617 -0.78900 3.62482 0.07 0.03 -0.07
Si -0.43178 -1.26116 2.84746 -0.01 -0.14 0.05
C -0.81008 -2.36747 1.37009 0.00 0.02 0.14
C 0.58304 -2.24779 4.09200 -0.10 0.03 -0.03
C 0.59041 0.20925 2.34439 0.16 -0.11 -0.51
Si 0.58516 1.96882 2.94314 0.02 0.19 -0.07
C -0.39002 2.16653 4.53659 0.00 0.07 -0.06
C -0.21206 3.10180 1.65089 -0.02 0.04 0.20
C 2.35889 2.52479 3.22843 -0.12 -0.02 0.01
H -2.66348 -1.69057 3.81677 0.01 -0.01 -0.02
H -2.65725 -0.15523 2.94918 0.00 0.00 0.02
H -1.96096 -0.26074 4.57241 0.02 -0.02 -0.02
H -1.14720 -3.35035 1.71159 0.01 0.02 0.02
H 0.05959 -2.51295 0.72702 -0.02 0.03 0.02
H -1.61865 -1.92836 0.78418 0.00 0.00 -0.04
H 0.01212 -3.11184 4.44336 0.02 0.01 0.00
H 0.84565 -1.64320 4.96317 -0.01 0.00 -0.02
H 1.51117 -2.61726 3.65021 -0.01 0.02 -0.03
H 1.58893 -0.13583 2.02818 0.22 -0.09 0.36
H -1.45351 1.97004 4.38819 0.03 0.00 0.00
H -0.29074 3.20080 4.87870 0.00 -0.02 0.02
H -0.02942 1.51598 5.33599 0.01 -0.02 -0.03
H -1.13080 2.67317 1.24281 -0.01 0.01 0.00
H 0.45327 3.34421 0.81834 0.03 -0.06 -0.02
H -0.47704 4.04843 2.13428 0.00 -0.01 -0.04
H 2.83324 1.92678 4.00996 0.00 0.01 -0.01
H 2.39549 3.57233 3.53773 -0.01 -0.01 0.00
H 2.95723 2.42486 2.32005 -0.02 -0.02 -0.02
O -1.38977 0.39931 -0.76253 0.05 0.03 -0.07
C -1.76547 -0.54200 -1.44840 -0.04 -0.12 0.05
C -0.85213 -1.59557 -2.00594 0.01 0.05 -0.04
C -0.86580 -1.41864 -3.54746 -0.02 0.03 -0.02
C -1.19137 0.00481 -4.05641 -0.06 -0.07 -0.01
C -2.69006 0.36056 -4.14301 0.04 0.03 0.06
C -3.38712 0.54909 -2.79257 0.03 0.00 -0.06
N -3.06153 -0.59240 -1.91826 -0.02 0.01 -0.03
H -1.18406 -2.59804 -1.72855 -0.02 0.02 0.03
H 0.14063 -1.43791 -1.58977 0.02 -0.04 -0.01
H -1.58206 -2.11547 -3.99296 0.01 -0.02 0.00
H 0.11518 -1.71399 -3.92165 0.01 0.02 0.00
H -0.78145 0.09442 -5.06387 0.02 0.01 0.01
H -0.66436 0.74550 -3.45000 0.01 0.04 0.00
H -3.20182 -0.43150 -4.70163 -0.01 0.00 0.00
H -2.81005 1.27568 -4.72772 0.01 0.00 -0.01
H -4.46730 0.62180 -2.90987 -0.01 0.00 0.01
H -3.04069 1.44923 -2.28886 -0.01 0.01 0.01
H -3.22943 -1.46045 -2.41218 -0.01 0.00 0.01
```
Forces are in eV/Å.

Computed Mulliken charges, given in elementary charges: -0.084, -0.172, 1.330, -2.063, 1.762, -0.195, -0.388, -0.191, 0.684, -0.190, -0.429, -0.196, -1.130, -0.032, -0.634, -1.069, -0.577, 0.312, -1.082, -1.069, -1.040, 0.393, 0.326, 0.319, 0.475, 0.116, 0.096, 0.324, 0.294, 0.301, 0.893, 0.312, 0.371, 0.329, 0.272, 0.297, 0.419, 0.296, 0.321, 0.292, -0.608, 0.026, 0.359, -1.047, 0.001, -0.804, -0.647, -0.154, 0.537, -0.531, 0.391, 0.475, 0.383, -0.096, 0.292, 0.393, 0.395, 0.281, 0.357